No. 1
ORCA calculation (ωB97M-V with the def2-TZVPD basis set) on C2H7N3O2 in the gas phase.

Summary:
relative energy (zero: lowest compared OMol25 entry of this formula, charge and spin)	626.4	kJ/mol
gap between HOMO and LUMO	10.2681	eV
SMILES string	[H]/N=C(\NO)NOC
charge	0
multiplicity	1

Last column: natural (NBO) charge in e.
Geometry (Å):
C (1.343, -0.376, -0.003)  0.514
O (-0.847, -0.664, 0.619)  -0.386
H (-0.656, 1.558, 0.343)  0.469
H (3.094, 0.044, -0.041)  0.334
H (-1.545, 0.550, -0.720)  0.214
N (0.109, -0.984, -0.217)  -0.336
H (-2.600, -0.999, -0.770)  0.185
N (1.057, 0.890, 0.469)  -0.348
O (0.067, 1.613, -0.244)  -0.569
H (1.874, 1.563, 0.223)  0.356
H (0.418, -2.021, -0.199)  0.366
H (-2.787, -0.088, 0.654)  0.201
C (-2.048, -0.245, -0.088)  -0.297
N (2.522, -0.841, -0.027)  -0.703

No. 2
ORCA calculation (ωB97M-V with the def2-TZVPD basis set) on C6H9N in the gas phase.

Summary:
relative energy (zero: lowest compared OMol25 entry of this formula, charge and spin)	662.2	kJ/mol
gap between HOMO and LUMO (alpha / beta)	7.9446 / 7.9456	eV
charge	0
multiplicity	1

Last column: natural (NBO) charge in e.
Geometry (Å):
H (-2.079, -1.469, -0.037)  0.209
H (1.219, 1.642, -0.050)  0.151
C (-1.062, -1.123, -0.253)  -0.383
C (-1.013, 0.253, -0.916)  -0.336
H (1.671, -1.279, 1.004)  0.206
H (-2.025, 0.688, -0.386)  0.316
C (-0.399, -0.377, 0.941)  -0.272
C (1.834, 0.719, -0.109)  -0.296
H (-0.823, 1.932, 0.668)  0.247
H (-0.951, 0.604, -1.938)  0.279
H (-0.476, -1.908, -0.723)  0.244
H (2.906, 0.923, -0.053)  0.191
C (-0.809, 0.890, 0.371)  -0.160
N (1.348, -0.350, -0.935)  -0.517
C (1.196, -0.482, 0.428)  -0.101
H (-0.537, -0.662, 1.985)  0.220

No. 3
ORCA calculation (ωB97M-V with the def2-TZVPD basis set) on a molecular structure, C2H3Eu.

Summary:
relative energy (zero: lowest compared OMol25 entry of this formula, charge and spin)	132.9	kJ/mol
gap between HOMO and LUMO (alpha / beta)	6.6358 / 7.1380	eV
charge	+1
multiplicity	8
expectation value of S²	15.82

Last column: Mulliken spin population.
Geometry (Å):
C (0.777, -1.197, -0.634)  0.031
C (-0.011, -0.390, -1.261)  0.128
Eu (0.069, 0.484, 1.125)  6.970
H (-1.259, 1.781, 1.792)  -0.176
H (-0.369, -0.196, -2.280)  0.022
H (1.432, -2.050, -0.847)  0.026

No. 4
ORCA calculation (ωB97M-V with the def2-TZVPD basis set) on C3H9NS2 in the gas phase.

Summary:
relative energy (zero: lowest compared OMol25 entry of this formula, charge and spin)	120.0	kJ/mol
gap between HOMO and LUMO	9.6077	eV
SMILES string	NCCCSS
charge	0
multiplicity	1

Last column: natural (NBO) charge in e.
Geometry (Å):
H (0.697, -1.134, -2.242)  0.179
C (0.774, 0.157, -0.427)  -0.441
H (1.068, 1.043, -0.995)  0.214
S (0.091, 2.356, 1.038)  0.079
H (-1.373, 0.343, 0.438)  0.232
N (0.381, -2.255, -0.316)  -0.840
H (-0.845, -0.983, -1.477)  0.192
H (1.137, -2.821, -0.710)  0.363
H (-0.443, -2.754, -0.302)  0.355
S (-1.553, 3.351, 1.385)  -0.099
C (0.187, -1.073, -1.196)  -0.218
H (-1.756, 3.228, 2.654)  0.097
C (-0.221, 0.608, 0.587)  -0.554
H (0.035, 0.011, 1.495)  0.226
H (1.822, -0.076, 0.068)  0.216

No. 5
ORCA calculation (ωB97M-V with the def2-TZVPD basis set) on 2 unconnected molecules or ions with the total composition C4H12NOS.

Summary:
relative energy (zero: lowest compared OMol25 entry of this formula, charge and spin)	104.4	kJ/mol
gap between HOMO and LUMO	6.1321	eV
charge	-1
multiplicity	1

Last column: natural (NBO) charge in e.
Geometry (Å):
H (1.922, -1.088, 1.463)  0.163
H (0.869, 1.230, 1.255)  0.347
H (-0.469, 0.803, -2.417)  0.471
O (0.255, 1.384, -2.150)  -0.992
C (-0.564, -1.311, -0.388)  -0.558
H (-0.571, -0.452, 1.724)  0.174
H (1.979, -0.944, -0.376)  0.207
N (0.874, 0.506, 0.545)  -0.686
C (-0.524, -0.244, 0.653)  -0.043
C (-1.523, 0.919, 0.485)  -0.606
H (-0.381, -0.968, -1.393)  0.196
H (0.065, -2.179, -0.198)  0.196
H (-1.121, 1.763, 1.070)  0.167
H (2.933, 0.118, 0.734)  0.181
H (-1.714, 1.257, -0.521)  0.220
S (-2.307, -1.948, -0.613)  -0.741
H (0.723, 1.000, -1.394)  0.499
H (-2.459, 0.605, 0.937)  0.225
C (2.015, -0.451, 0.583)  -0.421

No. 6
ORCA calculation (ωB97M-V with the def2-TZVPD basis set) on C10H14ClN3 in the gas phase.

Summary:
relative energy (zero: lowest compared OMol25 entry of this formula, charge and spin)	0.0	kJ/mol
gap between HOMO and LUMO	8.9395	eV
SMILES string	CN1CCN(c2ncccc2Cl)CC1
charge	0
multiplicity	1

Last column: natural (NBO) charge in e.
Geometry (Å):
N (1.842, -1.201, -1.557)  -0.446
H (0.397, -2.358, -0.417)  0.177
H (0.954, 1.656, -1.361)  0.177
N (-0.565, 1.080, 2.010)  -0.463
H (2.045, -3.037, -0.583)  0.197
C (-3.219, 0.948, 1.259)  -0.177
C (2.472, -0.452, -0.474)  -0.234
Cl (-2.700, -0.254, -1.085)  -0.003
H (3.257, -1.049, -0.010)  0.210
C (-1.535, 1.456, 2.844)  0.052
C (-2.875, 1.452, 2.516)  -0.288
H (-3.625, 1.801, 3.209)  0.224
H (1.855, 0.962, 1.105)  0.201
H (1.373, -0.712, 1.370)  0.206
C (1.262, -2.461, -1.129)  -0.417
N (0.168, 0.253, -0.035)  -0.440
H (1.414, 0.156, -3.144)  0.190
C (0.299, 0.764, -1.391)  -0.237
C (-0.877, 0.654, 0.785)  0.372
H (3.000, 0.413, -0.935)  0.193
H (0.925, -3.045, -2.020)  0.202
H (0.139, -0.979, -2.688)  0.202
C (-2.236, 0.533, 0.404)  -0.097
H (-0.680, 1.087, -1.779)  0.227
H (-1.207, 1.770, 3.834)  0.195
H (-4.263, 0.852, 0.958)  0.231
C (0.906, -0.341, -2.286)  -0.219
C (1.474, 0.050, 0.596)  -0.235

Please write out number 2 again, unchanged.
ORCA calculation (ωB97M-V with the def2-TZVPD basis set) on C6H9N in the gas phase.

Summary:
relative energy (zero: lowest compared OMol25 entry of this formula, charge and spin)	662.2	kJ/mol
gap between HOMO and LUMO (alpha / beta)	7.9446 / 7.9456	eV
charge	0
multiplicity	1

Last column: natural (NBO) charge in e.
Geometry (Å):
H (-2.079, -1.469, -0.037)  0.209
H (1.219, 1.642, -0.050)  0.151
C (-1.062, -1.123, -0.253)  -0.383
C (-1.013, 0.253, -0.916)  -0.336
H (1.671, -1.279, 1.004)  0.206
H (-2.025, 0.688, -0.386)  0.316
C (-0.399, -0.377, 0.941)  -0.272
C (1.834, 0.719, -0.109)  -0.296
H (-0.823, 1.932, 0.668)  0.247
H (-0.951, 0.604, -1.938)  0.279
H (-0.476, -1.908, -0.723)  0.244
H (2.906, 0.923, -0.053)  0.191
C (-0.809, 0.890, 0.371)  -0.160
N (1.348, -0.350, -0.935)  -0.517
C (1.196, -0.482, 0.428)  -0.101
H (-0.537, -0.662, 1.985)  0.220